Entry 1:
# C37H64Cl3GeIN5O3PbS

A structure of composition C37H64Cl3GeIN5O3PbS (wB97M-V/def2-TZVPD, the Open Molecules 2025 dataset).

The geometry in ORCA input format:
```
! wB97M-V def2-TZVPD RIJCOSX def2/J DEFGRID3
* xyz -2 2
Pb -1.80835 2.16313 0.58012
C 0.37178 3.87674 3.76634
N 0.06754 2.47468 3.55412
C -0.94754 2.01489 4.48064
C 1.24830 1.63073 3.55644
C 1.22417 0.45799 2.56379
N 0.96422 0.80884 1.17307
C 1.85422 1.88371 0.73753
C 2.01230 2.09422 -0.75150
C 3.30781 1.94835 -1.24140
C 3.64746 2.23455 -2.54729
C 2.63636 2.74639 -3.35129
C 1.32912 2.91816 -2.94239
C 0.93273 2.50982 -1.61764
O -0.34175 2.51707 -1.28596
C 0.30791 3.49406 -3.92661
C 0.96324 4.14145 -5.15512
C -0.54382 4.58690 -3.26165
C -0.57975 2.34126 -4.41495
C 5.05499 2.05926 -3.11072
C 5.61562 3.42455 -3.53872
C 5.01453 1.12897 -4.33197
C 6.01739 1.45513 -2.08509
C 1.06761 -0.34472 0.25175
C 0.49340 -1.66792 0.68860
C 1.29203 -2.50615 1.45512
C 0.92265 -3.79599 1.78887
C -0.21681 -4.28456 1.17321
C -1.02921 -3.52684 0.34512
C -0.76314 -2.11266 0.19264
O -1.59975 -1.25097 -0.32264
C -2.15701 -4.21893 -0.40967
C -2.09741 -5.74942 -0.31358
C -2.03576 -3.86745 -1.89643
C -3.50533 -3.76976 0.13467
C 1.79743 -4.63394 2.71905
C 1.13884 -5.96580 3.09037
C 2.04969 -3.86878 4.02750
C 3.14037 -4.92521 2.03225
H 0.81363 4.06667 4.76214
H -0.54231 4.46272 3.66952
H 1.06752 4.22778 3.00353
H -0.62931 2.13714 5.53222
H -1.16169 0.96347 4.29644
H -1.86712 2.58172 4.32431
H 1.42147 1.20332 4.55914
H 2.11695 2.25374 3.33687
H 0.46685 -0.27049 2.86044
H 2.21472 -0.02880 2.66095
H 2.86689 1.70119 1.14142
H 1.47616 2.81768 1.17217
H 4.06334 1.60430 -0.54436
H 2.89751 3.02391 -4.36513
H 1.70151 4.89240 -4.86262
H 0.18841 4.63732 -5.74304
H 1.44306 3.40184 -5.80040
H 0.09131 5.40447 -2.91051
H -1.08632 4.18816 -2.41377
H -1.26701 4.98694 -3.97747
H 0.02654 1.60156 -4.94415
H -1.35895 2.70554 -5.08856
H -1.06409 1.85203 -3.57508
H 4.98397 3.88729 -4.29708
H 6.62392 3.31321 -3.95027
H 5.66109 4.09757 -2.68086
H 4.38063 1.53986 -5.11758
H 4.61345 0.15427 -4.05087
H 6.02065 0.99030 -4.74002
H 6.13659 2.11859 -1.22684
H 6.99996 1.30719 -2.54033
H 5.65315 0.48877 -1.73343
H 2.13138 -0.51070 0.01432
H 0.55909 -0.05120 -0.66830
H 2.24959 -2.12434 1.79777
H -0.48420 -5.31845 1.33392
H -1.12670 -6.12669 -0.64353
H -2.86617 -6.17063 -0.96502
H -2.29208 -6.10481 0.70129
H -1.11420 -4.28628 -2.30901
H -2.01376 -2.79254 -2.03711
H -2.88700 -4.25355 -2.46148
H -3.60942 -4.05537 1.18503
H -4.32054 -4.21986 -0.43785
H -3.59385 -2.69745 0.05133
H 0.15345 -5.79518 3.52647
H 1.75271 -6.49272 3.82519
H 1.02813 -6.61101 2.21763
H 1.10457 -3.69397 4.54482
H 2.51662 -2.90176 3.84100
H 2.70536 -4.44451 4.68798
H 2.97402 -5.46626 1.09948
H 3.78538 -5.52816 2.67934
H 3.66100 -3.99747 1.79303
N -5.33873 1.90101 1.65511
C -6.12849 0.90284 2.36697
C -5.21702 0.00740 3.20257
C -4.35073 -0.91633 2.33083
N -3.09079 -0.27352 1.93741
H -4.56737 1.42682 1.19622
H -5.87919 2.32211 0.90727
H -6.72878 0.26148 1.70198
H -6.82961 1.43094 3.02648
H -5.82547 -0.59996 3.88068
H -4.56489 0.64126 3.81067
H -4.89934 -1.16740 1.42095
H -4.17210 -1.85324 2.87736
H -2.78714 -0.64818 1.03873
H -2.35964 -0.48874 2.60465
Cl -5.05546 -0.97132 -1.40938
Ge -2.99038 -0.35775 -2.09059
Cl -5.52644 2.81843 -1.91950
Cl -3.16857 -1.67805 -4.21278
I -2.72624 4.76717 0.11006
O -3.41154 1.64850 -3.47947
S -3.37454 2.40176 -2.20068
N -3.11949 1.33427 -1.09529
*
```

orbital gap (spin up / spin down)	6.26 / 5.84	eV
E_HOMO (spin up / spin down)	-2.5 / -2.6	eV
LUMO energy (spin up / spin down)	3.80 / 3.27	eV
⟨S²⟩	0.7565

Atomic partial charges in e from the Löwdin method, atoms 1 to 8: atom 1 (Pb): 0.805, atom 2 (C): -0.109, atom 3 (N): -0.288, atom 4 (C): -0.110, atom 5 (C): -0.211, atom 6 (C): -0.189, atom 7 (N): -0.176, atom 8 (C): -0.163

---

Entry 2:
# C37H66F3MnN7O32

A structure of composition C37H66F3MnN7O32 (wB97M-V/def2-TZVPD, the Open Molecules 2025 dataset).

The geometry in ORCA input format:
```
! wB97M-V def2-TZVPD RIJCOSX def2/J DEFGRID3
* xyz 0 4
Mn -0.72141 0.79892 3.45609
C 0.53180 -0.37942 -0.34792
C 0.09164 -0.19221 1.09472
O -0.18184 -1.13045 1.86411
O -0.14681 0.89658 1.58331
H 0.77415 0.61927 -0.67288
H -0.28717 -0.81274 -0.89102
H 1.32975 -1.11370 -0.36841
C -4.13897 -0.72276 3.35466
C -2.77516 -0.20283 3.47236
O -2.54694 0.90449 2.90461
O -1.82299 -0.76501 4.13096
H -4.05013 -1.73901 3.00245
H -4.62398 -0.11548 2.59162
H -4.53473 -0.70975 4.36276
C -1.32938 4.46094 5.23767
C -1.08243 3.02916 4.87294
O -1.73390 2.10910 5.43986
O -0.28084 2.62937 4.01594
H -2.05804 4.77042 4.49784
H -0.38562 4.95932 5.18846
H -1.71871 4.50638 6.23981
C 1.85388 0.94383 4.32033
O 2.19037 1.32780 2.95053
O 0.69870 0.23082 4.34573
C 2.83787 -0.26256 4.64748
F 2.41901 -0.86745 5.77056
F 3.01646 -1.11864 3.66672
F 4.17250 0.31119 4.83997
C 3.02141 2.51574 2.95449
C 2.98755 3.33369 1.65096
H 1.97443 3.71742 1.39634
H 3.61292 4.21330 1.87929
H 3.42129 2.71975 0.83911
H 4.07186 2.23245 3.21224
H 2.69194 3.16368 3.77222
H 2.00845 1.79461 5.01266
O -1.55595 -2.50276 -2.69432
C -0.90149 -3.52099 -2.67025
O -1.54710 -4.75723 -2.82187
C -0.51829 -5.78833 -2.81188
C 0.70624 -5.10357 -3.21555
C 0.56949 -3.79609 -2.51831
H -0.91528 -6.54700 -3.47951
H -0.50502 -6.18914 -1.78537
H 0.73049 -4.96437 -4.29303
H 1.56552 -5.70137 -2.90353
H 1.17880 -2.94969 -2.86257
H 0.76407 -3.89598 -1.44053
O -4.21639 4.22904 3.52704
C -4.66357 4.00847 2.44549
O -4.63447 4.91940 1.43670
C -5.32943 4.37614 0.26747
C -6.16365 3.25207 0.83983
C -5.29393 2.72200 1.97845
H -4.58285 4.04441 -0.44597
H -5.93858 5.14927 -0.17700
H -6.41907 2.50870 0.07120
H -7.08639 3.65319 1.25018
H -4.50196 2.04599 1.65276
H -5.79368 2.19691 2.79618
O 6.55093 1.63681 -1.00584
C 5.98778 0.68856 -0.59739
O 5.11629 -0.02961 -1.41405
C 4.50906 -1.11075 -0.65879
C 4.75552 -0.77344 0.81673
C 6.12247 -0.07335 0.74455
H 4.94088 -2.04879 -1.03100
H 3.44830 -1.06700 -0.93343
H 4.69959 -1.65617 1.46037
H 3.96514 -0.09804 1.18825
H 6.98360 -0.74787 0.69522
H 6.28429 0.62638 1.53819
O -2.79454 -1.13981 0.15693
C -3.83945 -0.93835 -0.39353
O -4.72023 0.03142 0.02245
C -5.87970 -0.01688 -0.85689
C -5.87942 -1.38204 -1.40440
C -4.38445 -1.63078 -1.61122
H -5.80832 0.81801 -1.56672
H -6.75388 0.19403 -0.19993
H -6.51531 -1.41588 -2.31093
H -6.28226 -2.08001 -0.66821
H -3.93284 -1.24383 -2.53790
H -4.09260 -2.68581 -1.70267
O 1.64435 0.89872 -3.56837
C 2.42533 0.12620 -4.08176
O 2.68726 -1.07698 -3.52807
C 3.76910 -1.74525 -4.25938
C 3.73836 -1.12233 -5.60295
C 3.20176 0.28802 -5.34667
H 3.58486 -2.82512 -4.17962
H 4.70509 -1.50791 -3.78608
H 3.01012 -1.69233 -6.21027
H 4.70144 -1.17706 -6.10116
H 2.58247 0.72624 -6.12496
H 4.01147 1.00418 -5.17693
C -1.36144 -3.67433 0.64277
N -2.08516 -3.99400 1.90316
O -3.29301 -4.01936 1.83757
O -1.45584 -4.36390 2.88318
H -1.50833 -4.56765 0.02125
H -0.33121 -3.60808 0.99072
H -1.80379 -2.76814 0.23682
C -1.23623 -0.16667 -4.72826
N -2.31463 -0.36432 -5.73449
O -3.27188 -1.01662 -5.43012
O -2.18568 0.18535 -6.82095
H -1.00206 0.86380 -4.89664
H -0.46521 -0.87029 -5.08017
H -1.59868 -0.44803 -3.74196
C 0.99269 -3.41714 4.01205
N 1.57316 -4.58363 3.29092
O 1.68748 -5.63566 3.89239
O 1.91156 -4.39175 2.13863
H 0.24589 -3.75715 4.71908
H 0.57567 -2.71314 3.29449
H 1.81618 -2.95895 4.55868
C 0.11973 6.26793 0.58299
N -0.93058 5.39708 -0.07864
O -1.66457 5.83893 -0.92539
O -0.92389 4.26395 0.35145
H -0.16727 7.30251 0.71477
H 0.92468 6.17135 -0.17267
H 0.35548 5.78326 1.52010
C 2.26283 3.45315 -1.75221
N 2.14579 4.43058 -2.90632
O 1.21343 5.18004 -3.00396
O 3.09128 4.37035 -3.67196
H 3.30696 3.48449 -1.47146
H 1.91632 2.47429 -2.13157
H 1.67908 3.72694 -0.87441
C -1.49039 2.78379 -2.27263
N -2.88539 2.45090 -2.83074
O -3.62499 3.38764 -3.14289
O -3.18487 1.28235 -2.87361
H -1.50673 2.63257 -1.20098
H -1.47208 3.85097 -2.47390
H -0.73932 2.14100 -2.73928
C 4.49841 -5.45486 1.33183
N 4.05066 -5.88245 -0.05206
O 4.37031 -6.97939 -0.38252
O 3.27896 -5.13145 -0.61072
H 4.47172 -4.35791 1.40330
H 5.50096 -5.84843 1.55405
H 3.73710 -5.94840 1.92264
*
```

orbital gap (spin up / spin down)	5.73 / 9.37	eV
E_HOMO (spin up / spin down)	-9.7 / -10.2	eV
LUMO energy (spin up / spin down)	-3.94 / -0.82	eV
⟨S²⟩	4.1039

Atomic partial charges in e from the Löwdin method, atoms 1 to 8: atom 1 (Mn): 1.152, atom 2 (C): 0.081, atom 3 (C): -0.635, atom 4 (O): 0.037, atom 5 (O): 0.047, atom 6 (H): 0.075, atom 7 (H): 0.074, atom 8 (H): 0.082

---

| no. | largest force on an atom (hartree/bohr) |
| --- | --- |
| 1 | 0.0350 |
| 2 | 0.1227 |